1.
C47H57N7O6PSr | ωB97M-V with the def2-TZVPD basis set

```
119
Properties=species:S:1:pos:R:3:forces:R:3
Sr -0.0949 0.9924 -0.2891 -0.3 0.7 1.2
C -3.7694 2.9564 -0.7281 0.0 0.1 0.0
C -3.4877 2.5256 0.7256 0.0 0.0 -0.1
C -3.5385 1.0358 0.9330 0.0 0.0 0.0
C -4.7530 0.3793 1.1105 0.0 0.0 0.0
C -4.7617 -0.9828 1.3509 0.0 0.0 0.0
C -3.5536 -1.6629 1.4122 0.0 0.0 0.0
C -2.3910 -0.9459 1.2043 0.0 0.0 0.0
N -2.3776 0.3702 0.9614 0.0 0.0 -0.2
N -2.5616 3.0161 -1.5520 0.1 -0.2 0.0
C -1.8430 4.2861 -1.4465 0.0 0.0 0.0
C -1.1726 4.5659 -0.1200 0.0 0.0 0.0
C -1.4290 5.7426 0.5640 0.0 0.0 0.0
C -0.7423 6.0103 1.7412 0.0 0.0 0.0
C 0.1793 5.0903 2.2019 0.0 0.0 0.0
C 0.3730 3.9354 1.4621 -0.1 0.0 -0.1
N -0.2808 3.6719 0.3292 0.1 -0.1 0.0
C -2.7673 2.6624 -2.9581 0.0 0.1 0.1
C -1.7318 1.6756 -3.4711 -0.1 0.1 0.0
C -2.1837 0.7274 -4.5503 0.0 0.1 -0.1
C -1.2273 -1.2432 -4.8789 0.0 0.0 0.0
C 0.0358 -1.3613 -4.0008 -0.1 0.0 0.0
C 0.2727 0.5475 -2.9486 0.2 -0.1 -0.1
N -0.6308 1.6501 -2.8386 0.1 -0.3 0.0
H -4.3013 3.9191 -0.7303 0.1 0.0 0.0
H -4.4452 2.2247 -1.1743 0.0 0.0 0.0
H -4.2080 3.0014 1.3938 -0.1 0.0 0.0
H -2.5032 2.8704 1.0298 0.0 0.1 0.1
H -5.6760 0.9439 1.0823 0.0 0.0 0.0
H -5.6967 -1.5058 1.5020 0.0 0.0 0.0
H -3.5101 -2.7231 1.6154 0.0 0.0 0.0
H -1.4212 -1.4343 1.2317 0.0 0.0 0.0
H -2.5154 5.1294 -1.6689 0.0 0.0 0.0
H -1.0621 4.2775 -2.2091 0.0 0.0 0.0
H -2.1574 6.4430 0.1782 0.0 0.0 0.0
H -0.9333 6.9246 2.2873 0.0 0.0 0.0
H 0.7347 5.2362 3.1163 0.0 0.0 0.0
H 1.0750 3.1851 1.8100 0.0 0.0 0.0
H -2.7618 3.5493 -3.6080 -0.1 0.0 0.0
H -3.7529 2.2106 -3.0878 0.0 0.0 0.0
H -3.0864 1.1130 -5.0245 0.0 0.0 0.0
H -1.4235 -2.1187 -5.4922 0.0 0.0 0.0
H 0.5849 -2.2882 -4.1174 0.0 0.0 0.0
H 1.1624 0.7489 -2.3339 0.0 -0.2 -0.2
C 0.4360 -5.9465 -5.0274 0.0 0.0 0.0
O 0.6458 -5.0334 -3.9635 0.0 0.0 0.0
C 1.9318 -4.6323 -3.7224 0.0 0.0 0.0
C 3.0327 -5.0026 -4.4743 0.0 0.0 0.0
C 4.2894 -4.4959 -4.1553 0.0 0.0 0.0
C 4.4324 -3.6145 -3.1012 0.0 0.0 0.0
C 3.3275 -3.2346 -2.3473 0.0 0.0 0.0
C 2.0746 -3.7535 -2.6368 0.0 0.0 -0.1
N 0.8931 -3.4116 -1.9478 0.0 -0.1 0.1
C 0.8282 -2.3360 -1.0616 0.0 0.0 0.1
N 1.5391 -2.5194 0.0658 0.0 0.0 0.0
C 2.1503 -1.5769 0.9616 0.0 0.0 0.0
C 1.8202 -0.2262 1.0562 0.0 0.0 -0.3
C 2.6246 0.4994 1.9578 0.0 0.1 0.1
C 3.6309 -0.0577 2.7248 0.0 0.0 0.0
C 3.9002 -1.4204 2.6329 0.0 0.0 0.0
C 3.1587 -2.1773 1.7455 0.0 0.0 0.0
O 3.3436 -3.5259 1.5561 0.0 0.0 0.0
C 4.4104 -4.1494 2.2466 0.0 0.0 0.0
N 0.0968 -1.2922 -1.2640 0.1 0.0 -0.3
C -0.4118 -0.8898 -2.5544 0.2 -0.1 -0.1
C -1.8947 -0.8579 -2.5828 0.2 0.0 -0.1
C -2.3672 -0.7449 -3.9662 -0.2 0.0 0.0
C -1.1428 0.1376 -5.5914 0.0 0.0 0.0
C 0.2465 0.5932 -5.4658 0.0 0.0 0.0
C 0.8252 -0.0509 -4.2704 0.0 0.0 0.0
O 2.2177 -0.0941 -4.1509 0.0 0.0 0.0
C 2.8583 -0.8763 -5.1486 0.0 0.0 0.0
H -0.6292 -6.1594 -5.0389 0.0 0.0 0.0
H 0.9894 -6.8732 -4.8624 0.0 0.0 0.0
H 0.7318 -5.5114 -5.9853 0.0 0.0 0.0
H 2.9234 -5.6826 -5.3064 0.0 0.0 0.0
H 5.1471 -4.7951 -4.7415 0.0 0.0 0.0
H 5.4045 -3.2089 -2.8561 0.0 0.0 0.0
H 3.4498 -2.5321 -1.5348 0.0 0.0 0.0
H 0.0548 -3.5788 -2.4824 0.0 0.0 0.0
H 1.9118 -3.4530 0.1639 0.0 0.0 0.0
H 2.4541 1.5664 2.0938 0.0 0.0 0.0
H 4.2114 0.5572 3.4029 0.0 0.0 0.0
H 4.6795 -1.8667 3.2327 0.0 0.0 0.0
H 4.2530 -4.1177 3.3276 0.0 0.0 0.0
H 5.3651 -3.6763 2.0050 0.0 0.0 0.0
H 4.4247 -5.1838 1.9142 0.0 0.0 0.0
H -2.5041 -0.6220 -1.7180 0.0 -0.1 0.1
H -3.3637 -1.1403 -4.1550 0.0 0.0 0.0
H -1.5501 0.1857 -6.5998 0.0 0.0 0.0
H 0.6602 1.4815 -5.9217 0.0 0.0 0.0
H 3.9218 -0.8483 -4.9277 0.0 0.0 0.0
H 2.6804 -0.4665 -6.1465 0.0 0.0 0.0
H 2.5239 -1.9180 -5.1176 0.0 0.0 0.0
C 0.9131 -1.5749 6.2453 0.0 0.0 0.0
C 0.9049 -0.7034 5.0126 0.0 0.0 0.0
O -0.0134 0.3854 5.2390 0.0 0.0 0.0
P -0.2740 1.4080 3.9981 -0.1 0.2 -0.2
O 0.7782 2.6053 4.2589 0.1 0.0 0.1
C 1.0168 3.1496 5.5743 0.0 0.0 0.0
C 2.4146 2.7921 6.0257 0.0 0.0 0.0
O -1.5982 2.1494 4.6085 0.0 -0.1 0.1
C -2.8022 1.3799 4.6719 0.0 0.0 0.0
C -3.9512 2.3123 4.9788 0.0 0.0 0.0
H 1.5585 -2.4391 6.0869 0.0 0.0 0.0
H -0.0929 -1.9288 6.4705 0.0 0.0 0.0
H 1.2830 -1.0200 7.1073 0.0 0.0 0.0
H 0.5911 -1.2660 4.1281 0.0 0.0 0.0
H 1.8997 -0.3023 4.8056 0.0 0.0 0.0
H 0.2682 2.7728 6.2710 0.0 0.0 0.0
H 0.8872 4.2302 5.4942 0.0 0.0 0.0
H 2.5054 1.7140 6.1589 0.0 0.0 0.0
H 2.6399 3.2777 6.9756 0.0 0.0 0.0
H 3.1501 3.1144 5.2884 0.0 0.0 0.0
H -2.6980 0.6139 5.4436 0.0 0.0 0.0
H -2.9637 0.8705 3.7123 0.0 0.0 0.0
H -3.8126 2.7827 5.9515 0.0 0.0 0.0
H -4.8913 1.7597 4.9921 0.0 0.0 0.0
H -4.0165 3.0976 4.2246 0.0 0.0 0.0
```
Forces are in eV/Å.

The calculation puts the LUMO energy (alpha / beta) at -2.71 / -2.28 eV. As for the charge: +1. The value obtained for the energy relative to the best compared isomer or geometry (same formula, charge and spin) is 459.5 kJ/mol. Its orbital gap (alpha / beta) is 6.7 / 7.1 eV. The value obtained for the total energy is -3031.73600 Ha.


2.
C47H58FeGeN5O3SSe | ωB97M-V with the def2-TZVPD basis set

```
117
Properties=species:S:1:pos:R:3:forces:R:3
Fe -2.1210 0.4595 -0.7221 -0.5 0.6 -0.8
C -3.8298 2.4531 0.6881 0.1 0.0 0.1
N -4.1812 2.0330 -0.6661 0.4 -0.2 0.0
C -4.1270 3.1770 -1.5620 0.1 0.1 -0.1
C -5.4895 1.3989 -0.7277 0.0 -0.4 0.1
C -5.5061 0.0351 -0.0379 0.1 0.3 -0.1
N -4.4680 -0.8627 -0.5291 -0.1 0.0 0.0
C -4.7541 -1.3160 -1.8830 0.0 0.0 0.0
C -4.3873 -2.0236 0.3445 0.1 -0.1 0.1
H -4.5950 3.1123 1.1251 0.0 0.0 0.0
H -2.8805 2.9861 0.6491 0.0 0.0 0.0
H -3.6973 1.5795 1.3286 0.0 0.0 0.1
H -4.8743 3.9414 -1.2980 0.0 0.0 0.0
H -4.3030 2.8486 -2.5863 0.0 0.0 0.0
H -3.1343 3.6176 -1.5079 0.0 0.1 0.0
H -5.7553 1.2754 -1.7820 0.0 0.1 0.1
H -6.2689 2.0340 -0.2634 0.1 0.0 -0.1
H -6.5097 -0.4125 -0.1686 0.1 0.0 0.1
H -5.3446 0.1746 1.0335 0.0 -0.1 0.0
H -5.7436 -1.8025 -1.9522 0.0 0.1 0.0
H -3.9953 -2.0351 -2.1841 0.1 0.0 0.0
H -4.7139 -0.4802 -2.5761 0.0 0.0 -0.1
H -5.3344 -2.5897 0.3575 0.0 0.0 0.0
H -4.1451 -1.7075 1.3572 0.0 0.0 0.0
H -3.5891 -2.6769 0.0015 0.1 0.0 0.0
C 4.0993 -1.4210 3.6600 0.0 -0.1 0.2
C 3.5538 -2.8426 3.5948 0.1 0.1 -0.2
C 2.5673 -3.0107 2.4297 -0.2 -0.2 0.3
C 1.1069 -2.9761 2.8843 0.3 -0.4 -0.6
N 0.7434 -1.7229 3.4916 -0.1 0.6 0.0
C 0.7653 -0.5457 2.8104 0.8 0.3 -0.2
Se -1.0115 -1.0230 0.6148 0.3 -0.8 0.5
N 0.2683 0.3811 3.6756 0.2 -0.7 -0.1
C -0.0500 1.7292 3.2651 0.0 0.6 -0.5
C 1.1353 2.4432 2.6212 0.1 0.0 0.3
C 2.2265 2.8754 3.5993 -0.1 0.0 -0.1
C 1.7723 3.9608 4.5688 0.1 -0.2 -0.1
C -0.0460 -0.1843 4.8858 -0.1 -0.8 0.6
C -0.5164 0.3226 6.0875 0.0 0.1 -0.1
C -0.6723 -0.5563 7.1457 0.0 0.0 0.2
C -0.4068 -1.9158 7.0070 -0.1 0.0 0.2
C 0.0380 -2.4401 5.8071 0.1 -0.1 -0.1
C 0.2502 -1.5614 4.7577 -0.4 0.5 0.7
H 4.6821 -1.2761 4.5678 0.1 0.1 0.1
H 3.2842 -0.7018 3.6414 0.0 0.1 0.0
H 4.7374 -1.2213 2.8028 0.1 0.1 -0.1
H 3.0632 -3.0882 4.5418 0.0 -0.1 0.0
H 4.3898 -3.5384 3.4824 0.0 0.0 0.0
H 2.7318 -3.9633 1.9204 0.0 0.0 -0.1
H 2.7156 -2.2076 1.7067 0.0 0.0 -0.1
H 0.9235 -3.7762 3.6060 0.0 0.1 0.0
H 0.4588 -3.1262 2.0128 0.0 0.0 0.2
H -0.4140 2.2825 4.1334 0.0 -0.1 0.0
H -0.8551 1.6726 2.5211 0.0 0.0 0.2
H 0.7751 3.3234 2.0876 -0.1 0.0 -0.1
H 1.5543 1.7622 1.8823 -0.1 0.0 -0.1
H 3.0534 3.2756 3.0105 0.1 -0.1 0.0
H 2.5975 2.0122 4.1612 0.1 0.0 0.0
H 1.3491 4.7988 4.0202 -0.1 0.1 0.0
H 2.6132 4.3242 5.1554 0.0 0.1 0.1
H 1.0218 3.5817 5.2585 -0.1 0.0 0.1
H -0.7535 1.3695 6.2077 0.0 0.1 0.0
H -0.9989 -0.1778 8.1041 -0.1 0.0 0.0
H -0.5465 -2.5741 7.8539 0.0 0.0 0.0
H 0.2051 -3.5031 5.7050 0.1 0.0 0.0
O 0.5284 6.4542 -1.2559 0.0 -0.3 -0.1
S 1.0793 5.1921 -0.8141 0.0 0.5 0.0
O 2.1317 5.2984 0.1663 0.0 -0.4 -0.1
N -0.1082 4.1793 -0.3263 0.3 0.4 0.2
C -0.2117 3.1481 -1.1291 -0.2 -0.4 -0.1
O -1.0692 2.2378 -1.0162 -0.4 -0.2 0.0
C 0.7533 3.1401 -2.2716 0.3 -0.1 -0.4
C 0.8328 2.2211 -3.3056 -0.2 0.2 0.3
C 1.7727 2.4315 -4.3027 0.0 0.0 -0.1
C 2.6156 3.5347 -4.2630 0.0 0.0 0.1
C 2.5299 4.4576 -3.2257 0.2 0.2 0.0
C 1.5943 4.2382 -2.2472 -0.6 -0.2 0.6
H 0.1708 1.3680 -3.3243 0.0 0.0 0.0
H 1.8475 1.7267 -5.1199 0.0 -0.1 0.0
H 3.3460 3.6816 -5.0463 0.0 0.0 -0.1
H 3.1684 5.3270 -3.1862 0.1 0.1 -0.1
C -1.1549 -1.3168 -1.3564 -0.2 0.4 0.0
Ge 0.5174 -1.5547 -2.3149 -0.3 -0.2 0.0
C 2.1012 -0.4924 -1.7433 -0.6 -0.4 -0.3
C 3.0406 -0.0849 -2.6814 0.0 -0.1 -0.1
C 4.0909 0.7427 -2.3294 0.2 0.1 -0.1
C 4.2162 1.1782 -1.0216 0.1 0.1 0.0
C 3.3118 0.7431 -0.0702 0.2 0.1 0.2
C 2.2613 -0.0821 -0.4276 -0.2 -0.2 0.2
C 0.1550 -1.1062 -4.2297 0.1 -0.1 0.6
C -1.0558 -0.5068 -4.5541 -0.2 0.0 0.3
C -1.3737 -0.1862 -5.8614 -0.1 0.1 -0.1
C -0.4676 -0.4448 -6.8767 0.0 0.0 -0.1
C 0.7477 -1.0317 -6.5697 0.1 0.0 -0.3
C 1.0482 -1.3638 -5.2604 0.2 -0.1 0.0
C 0.8251 -3.5404 -2.2980 -0.1 0.7 -0.1
C 0.7905 -4.1641 -1.0554 0.1 0.2 0.1
C 0.7302 -5.5397 -0.9439 0.0 -0.1 0.1
C 0.7010 -6.3261 -2.0850 0.0 -0.1 0.0
C 0.7520 -5.7186 -3.3278 0.0 -0.2 -0.1
C 0.8076 -4.3395 -3.4342 0.1 0.2 0.0
H -1.7480 -2.2294 -1.4770 0.1 0.1 -0.3
H 2.9432 -0.4024 -3.7089 0.0 0.0 -0.1
H 4.8077 1.0560 -3.0790 0.0 0.0 0.0
H 5.0071 1.8603 -0.7439 0.1 0.0 0.0
H 3.4259 1.0529 0.9596 0.0 0.0 0.1
H 1.5559 -0.3951 0.3301 -0.1 0.1 0.1
H -1.7478 -0.2867 -3.7407 0.0 -0.1 -0.2
H -2.3277 0.2672 -6.0926 -0.1 0.1 0.0
H -0.7033 -0.1876 -7.9007 0.0 0.0 0.0
H 1.4605 -1.2335 -7.3590 0.0 0.0 0.0
H 1.9941 -1.8405 -5.0358 0.1 0.0 -0.1
H 0.7783 -3.5472 -0.1664 0.0 0.0 0.1
H 0.6933 -5.9956 0.0359 0.0 -0.1 0.1
H 0.6168 -7.4027 -2.0038 0.1 0.0 0.0
H 0.7343 -6.3229 -4.2243 0.0 -0.1 -0.1
H 0.8229 -3.8796 -4.4144 0.0 0.0 0.0
```
Forces are in eV/Å.

The calculation puts the LUMO energy (alpha / beta) at 2.38 / 2.37 eV. As for the charge: -1. As for the spin multiplicity: 5. Its orbital gap (alpha / beta) is 5.9 / 6.5 eV. The value obtained for the total energy is -8465.53447 Ha.